# C3H2F3NO

A structure of composition C3H2F3NO in a non-equilibrium geometry (ωB97M-V with the def2-TZVPD basis set, the Open Molecules 2025 dataset).

Geometry as XYZ:
```
10
Properties=species:S:1:pos:R:3:lowdin_charge:R:1
C -0.518 -0.313 0.315 0.004
C 0.746 0.525 0.162 -0.242
C 1.967 -0.066 -0.080 -0.331
H -3.315 0.119 -0.852 0.253
H -0.556 -1.371 0.997 0.191
N -1.633 0.469 -0.298 -0.041
O -2.610 -0.411 -0.019 -0.202
F 0.601 1.854 0.034 0.072
F 3.090 0.566 -0.091 0.171
F 2.227 -1.371 -0.169 0.124
```

E_tot: -544.8841 Ha
Max |F|: 10.75 eV/Å